(1)
{"formula": "C4H14NO3", "method": "ωB97M-V with the def2-TZVPD basis set", "molar_mass_g_mol": 124.2, "spin_multiplicity": 2, "de_lowest_kj_mol": 301.3, "homo_lumo_gap_ev": [10.26, 6.50], "total_energy_ev": -12003.382, "elements": ["C", "N", "C", "C", "C", "O", "H", "H", "H", "H", "H", "H", "H", "H", "H", "H", "H", "H", "O", "H", "H", "O"], "xyz": [[-1.677047, 0.827664, -1.519000], [-0.478137, 1.262592, -0.747554], [1.146194, -0.104150, -1.953430], [0.512535, 0.196505, -0.653078], [-0.003386, -1.078303, 0.058786], [0.202613, -0.930837, 1.449057], [-2.230025, 1.685010, -1.846514], [-1.369081, 0.120773, -2.311906], [-2.459811, 0.394181, -0.865609], [-0.811933, 1.523980, 0.219386], [2.177070, -0.492120, -1.964682], [1.240327, 0.852061, -2.518608], [0.553175, -0.871446, -2.449169], [1.412590, 0.473985, 0.022345], [0.558271, -1.976191, -0.229114], [-1.082019, -1.471200, -0.127039], [-1.407765, -0.929302, 2.418653], [-0.706193, 0.313174, 2.840414], [-1.344652, -0.341013, 3.190171], [2.296553, 0.964260, 2.211380], [1.409880, -0.574878, 2.122916], [2.060842, 0.155253, 2.652597]], "forces_ev_per_a": [[0.093, -0.340, 1.146], [-0.763, -0.087, 1.145], [0.611, 0.000, -1.955], [1.179, 0.609, 2.543], [-0.100, -2.227, 0.884], [-0.616, -0.188, -2.054], [0.240, 0.631, -0.961], [-0.517, 0.658, 0.272], [0.569, -0.641, -0.146], [0.717, -0.311, -1.422], [-0.395, -0.031, 0.731], [-0.488, -0.798, 0.082], [0.004, 0.279, -0.723], [-1.749, 0.278, -0.782], [0.313, 0.229, -0.369], [1.194, 1.444, 0.290], [-0.251, 0.192, 0.717], [-0.419, -0.468, 0.661], [-0.167, 0.483, -0.391], [-0.254, 0.125, -0.785], [2.207, 2.885, 1.380], [-1.407, -2.721, -0.262]], "lowdin_charge": [-0.11, -0.07, -0.08, -0.43, -0.20, -0.10, 0.06, 0.08, 0.08, 0.13, 0.09, 0.11, 0.07, 0.16, 0.12, 0.17, 0.02, 0.03, -0.07, 0.00, 0.06, -0.12]}


(2)
{"formula": "C4H14NO3", "method": "ωB97M-V with the def2-TZVPD basis set", "molar_mass_g_mol": 124.2, "de_lowest_kj_mol": 347.8, "homo_lumo_gap_ev": 7.24, "total_energy_ev": -11998.205, "total_charge": 1, "elements": ["C", "C", "C", "N", "C", "H", "H", "H", "H", "H", "H", "H", "H", "H", "H", "O", "H", "H", "O", "H", "H", "O"], "xyz": [[-0.828207, 2.541940, 1.046040], [-0.515127, 1.449754, 0.138002], [0.511412, 0.490113, 0.366958], [0.771392, -0.290280, -0.608335], [1.826513, -1.257324, -0.451474], [-1.522786, 3.226032, 0.563012], [-1.334721, 2.072076, 1.910768], [0.094882, 3.012364, 1.393471], [-1.199800, 1.158350, -0.663041], [1.136245, 0.543012, 1.253007], [1.795404, -1.695978, 0.543146], [1.687827, -2.026294, -1.190208], [2.778881, -0.728024, -0.594165], [-0.632782, -2.226112, 2.829984], [-0.582882, -3.275776, 1.698218], [-0.467785, -2.338542, 1.888626], [0.603855, 1.848166, -3.329961], [0.285407, 0.794870, -2.216568], [0.308551, 1.738806, -2.421912], [-2.178069, -1.536454, -0.219973], [-0.843977, -1.522684, -1.009222], [-1.694229, -1.978013, -0.926382]], "forces_ev_per_a": [[0.207, -0.078, -0.971], [-0.818, -0.809, 0.468], [0.735, 0.821, 0.018], [-0.322, -0.582, 0.141], [-0.017, 0.291, 0.097], [0.066, 0.174, 0.276], [0.096, 0.014, -0.036], [-0.169, 0.076, 0.226], [0.173, 0.483, -0.034], [-0.080, -0.088, 0.305], [0.085, 0.048, 0.237], [0.227, -0.220, -0.359], [-0.039, -0.222, -0.075], [0.004, -0.234, 0.020], [-0.095, 0.029, 0.047], [0.136, 0.367, -0.068], [-0.071, -0.006, -0.082], [0.196, 0.013, -0.517], [-0.115, 0.089, 0.421], [0.157, -0.142, 0.044], [-0.466, -0.129, 0.075], [0.112, 0.106, -0.233]], "lowdin_charge": [0.01, 0.09, -0.13, 0.03, -0.03, 0.11, 0.15, 0.12, 0.14, 0.16, 0.09, 0.10, 0.13, 0.05, 0.06, -0.06, 0.07, 0.01, -0.04, 0.03, -0.02, -0.05]}


(3)
{"formula": "C4H14NO3", "method": "ωB97M-V with the def2-TZVPD basis set", "molar_mass_g_mol": 124.2, "de_lowest_kj_mol": 74.5, "homo_lumo_gap_ev": 11.12, "total_energy_ev": -12001.039, "total_charge": 1, "elements": ["C", "O", "C", "C", "C", "O", "N", "H", "H", "H", "H", "H", "H", "H", "H", "H", "H", "H", "H", "H", "H", "O"], "xyz": [[-0.148271, -2.026485, -0.298202], [0.294394, -2.391671, -1.586839], [-0.355012, -0.494043, -0.305983], [-0.699257, 0.102929, 1.051684], [-1.234474, 1.506645, 1.095487], [-2.205428, 1.643348, 0.056940], [1.011660, -0.011910, -0.799810], [0.600140, -2.379798, 0.440378], [-0.993968, -2.602529, 0.075173], [-0.336692, -2.927432, -2.056103], [-1.049193, -0.240465, -1.105979], [0.197992, -0.039567, 1.663097], [-1.433423, -0.623440, 1.423888], [-0.407063, 2.199193, 0.937849], [-1.716399, 1.671573, 2.054418], [-3.034280, 1.914209, 0.422788], [1.693646, -0.100021, -0.007208], [1.306870, -0.574422, -1.597748], [1.036690, 0.967543, -1.038714], [2.919014, 1.856794, -0.003247], [2.862240, 1.591657, 1.564732], [2.692646, 1.264576, 0.693965]], "forces_ev_per_a": [[0.105, -0.305, 0.741], [0.468, 0.146, 0.125], [0.676, -0.441, -0.447], [0.275, -1.725, -0.157], [-0.487, -0.200, -0.572], [0.998, -0.176, -0.287], [-0.008, -0.374, 1.043], [0.219, 0.741, -0.329], [-0.636, 0.374, -0.539], [-0.417, -0.290, -0.169], [-0.184, 0.054, 0.212], [-0.153, 0.259, 0.309], [-0.087, 0.379, 0.247], [-0.152, 0.370, 0.070], [0.318, 0.213, 0.230], [-0.692, 0.311, 0.287], [-0.330, 0.149, -0.811], [-0.096, -0.188, -0.119], [-0.278, 0.343, -0.201], [0.709, 1.125, -0.134], [0.473, 0.773, 0.495], [-0.721, -1.540, 0.004]], "lowdin_charge": [-0.20, -0.04, -0.24, -0.14, -0.23, -0.04, 0.20, 0.14, 0.14, 0.11, 0.16, 0.13, 0.14, 0.11, 0.13, 0.09, 0.13, 0.15, 0.15, 0.06, 0.07, -0.01]}


(4)
{"formula": "C4H14NO3", "method": "ωB97M-V with the def2-TZVPD basis set", "molar_mass_g_mol": 124.2, "de_lowest_kj_mol": 140.4, "homo_lumo_gap_ev": 9.77, "total_energy_ev": -12000.355, "total_charge": 1, "elements": ["C", "C", "C", "N", "C", "H", "H", "H", "H", "H", "H", "H", "H", "H", "H", "O", "H", "H", "O", "H", "H", "O"], "xyz": [[0.347562, 2.021560, 1.899717], [-0.029761, 1.566278, 0.524048], [-0.194904, 0.293733, 0.197899], [-0.508883, -0.014450, -1.172470], [-1.188073, -1.036465, -1.496652], [-0.343631, 1.682522, 2.671714], [1.369157, 1.692115, 2.093344], [0.343560, 3.100965, 2.027223], [-0.080674, 2.321939, -0.252077], [-0.057088, -0.564873, 0.829982], [-0.083881, 0.595262, -1.873995], [-1.375366, -1.261771, -2.531395], [-1.575067, -1.674186, -0.708592], [1.833389, 1.564841, -3.511199], [1.705222, 2.212850, -2.118941], [1.535570, 1.398379, -2.610560], [-2.170321, -0.402719, 1.989412], [-3.177993, -1.553939, 1.932364], [-2.505371, -1.098767, 1.411398], [2.892889, -2.434721, 1.456882], [1.387331, -2.774122, 1.584327], [2.103476, -2.675125, 0.943222]], "forces_ev_per_a": [[0.023, 0.296, 0.147], [0.291, 0.050, 0.306], [0.144, 0.540, -0.675], [-0.018, -0.372, 0.693], [-0.023, -0.213, 0.089], [0.188, -0.431, -0.032], [-0.095, -0.117, 0.323], [0.026, 0.105, -0.406], [-0.243, -0.011, -0.074], [-0.166, -0.073, 0.157], [0.167, 0.125, -0.329], [0.011, 0.056, -0.257], [0.001, 0.063, -0.012], [0.008, 0.013, -0.013], [0.165, -0.103, -0.219], [-0.329, 0.109, 0.290], [-0.170, -0.076, -0.028], [0.016, 0.020, -0.068], [0.087, 0.002, 0.083], [-0.428, -0.187, -0.191], [0.340, -0.119, 0.008], [0.005, 0.324, 0.208]], "lowdin_charge": [-0.06, -0.09, -0.10, 0.07, 0.19, 0.08, 0.09, 0.08, 0.12, 0.12, 0.12, 0.12, 0.11, 0.07, 0.06, -0.04, 0.04, 0.06, -0.05, 0.05, 0.03, -0.07]}


Copy entry 2 word for word.
{"formula": "C4H14NO3", "method": "ωB97M-V with the def2-TZVPD basis set", "molar_mass_g_mol": 124.2, "de_lowest_kj_mol": 347.8, "homo_lumo_gap_ev": 7.24, "total_energy_ev": -11998.205, "total_charge": 1, "elements": ["C", "C", "C", "N", "C", "H", "H", "H", "H", "H", "H", "H", "H", "H", "H", "O", "H", "H", "O", "H", "H", "O"], "xyz": [[-0.828207, 2.541940, 1.046040], [-0.515127, 1.449754, 0.138002], [0.511412, 0.490113, 0.366958], [0.771392, -0.290280, -0.608335], [1.826513, -1.257324, -0.451474], [-1.522786, 3.226032, 0.563012], [-1.334721, 2.072076, 1.910768], [0.094882, 3.012364, 1.393471], [-1.199800, 1.158350, -0.663041], [1.136245, 0.543012, 1.253007], [1.795404, -1.695978, 0.543146], [1.687827, -2.026294, -1.190208], [2.778881, -0.728024, -0.594165], [-0.632782, -2.226112, 2.829984], [-0.582882, -3.275776, 1.698218], [-0.467785, -2.338542, 1.888626], [0.603855, 1.848166, -3.329961], [0.285407, 0.794870, -2.216568], [0.308551, 1.738806, -2.421912], [-2.178069, -1.536454, -0.219973], [-0.843977, -1.522684, -1.009222], [-1.694229, -1.978013, -0.926382]], "forces_ev_per_a": [[0.207, -0.078, -0.971], [-0.818, -0.809, 0.468], [0.735, 0.821, 0.018], [-0.322, -0.582, 0.141], [-0.017, 0.291, 0.097], [0.066, 0.174, 0.276], [0.096, 0.014, -0.036], [-0.169, 0.076, 0.226], [0.173, 0.483, -0.034], [-0.080, -0.088, 0.305], [0.085, 0.048, 0.237], [0.227, -0.220, -0.359], [-0.039, -0.222, -0.075], [0.004, -0.234, 0.020], [-0.095, 0.029, 0.047], [0.136, 0.367, -0.068], [-0.071, -0.006, -0.082], [0.196, 0.013, -0.517], [-0.115, 0.089, 0.421], [0.157, -0.142, 0.044], [-0.466, -0.129, 0.075], [0.112, 0.106, -0.233]], "lowdin_charge": [0.01, 0.09, -0.13, 0.03, -0.03, 0.11, 0.15, 0.12, 0.14, 0.16, 0.09, 0.10, 0.13, 0.05, 0.06, -0.06, 0.07, 0.01, -0.04, 0.03, -0.02, -0.05]}